No. 1
{
  "formula": "C11H18N2O",
  "method": "ωB97M-V/def2-TZVPD",
  "species": ["N", "C", "O", "N", "C", "C", "C", "C", "C", "C", "C", "C", "C", "C", "H", "H", "H", "H", "H", "H", "H", "H", "H", "H", "H", "H", "H", "H", "H", "H", "H", "H"],
  "positions_angstrom": [[3.005, -0.709, 1.388], [1.935, -0.286, 1.094], [2.424, 2.106, -2.363], [0.512, 1.168, -0.377], [2.378, 2.634, -1.032], [2.024, 0.724, -2.337], [0.937, 2.618, -0.477], [0.638, 0.544, -1.718], [-1.370, -0.648, 2.977], [-0.290, 0.334, 3.297], [-0.840, -1.631, 1.944], [0.122, 1.113, 2.070], [-0.444, -0.861, 0.661], [0.584, 0.271, 0.835], [2.707, 3.702, -1.129], [3.093, 2.102, -0.376], [2.798, 0.187, -1.793], [2.047, 0.368, -3.380], [0.254, 3.142, -1.176], [0.954, 3.143, 0.466], [0.488, -0.504, -1.737], [-0.146, 0.928, -2.410], [-1.710, -1.149, 3.871], [-2.235, -0.138, 2.487], [0.558, -0.227, 3.704], [-0.718, 0.997, 4.076], [0.060, -2.128, 2.361], [-1.565, -2.411, 1.693], [0.927, 1.833, 2.338], [-0.735, 1.715, 1.792], [-1.351, -0.391, 0.251], [-0.108, -1.615, -0.067]],
  "atomic_forces_ev_per_a": [[-3.79, 1.47, -1.18], [3.64, -1.34, 1.23], [-0.30, -0.36, 0.54], [-0.44, -0.19, -0.34], [-0.12, 1.43, -0.68], [0.13, 0.89, -0.43], [1.03, -1.92, -0.27], [0.36, 1.06, -0.14], [-0.81, -0.42, -1.27], [-0.04, 0.11, 0.71], [0.86, 0.19, 0.02], [1.11, 0.83, 0.14], [-0.47, -0.98, -0.29], [-0.92, 1.51, -0.42], [-0.11, -0.88, 0.09], [-0.40, 0.07, -0.12], [-0.03, -0.34, 0.32], [-0.12, 0.19, 0.33], [0.32, -0.39, 0.34], [-0.32, -0.12, 0.45], [-0.36, -1.13, 0.59], [0.49, 0.21, 0.48], [-0.22, -0.19, 0.28], [0.36, -0.16, 0.62], [0.01, 0.23, 0.20], [0.74, 0.01, -0.36], [-0.40, 0.06, -0.22], [0.09, 0.13, -0.04], [-0.40, -0.43, -0.17], [-0.17, 0.09, -0.54], [0.29, -0.04, 0.05], [0.02, 0.40, 0.09]],
  "nbo_charge": [-0.330, 0.274, -0.535, -0.465, -0.090, -0.089, -0.239, -0.253, -0.395, -0.406, -0.397, -0.388, -0.396, 0.022, 0.190, 0.178, 0.174, 0.194, 0.209, 0.211, 0.210, 0.198, 0.213, 0.188, 0.208, 0.218, 0.203, 0.217, 0.218, 0.220, 0.222, 0.217],
  "e_above_lowest_kj_mol": 128.5,
  "total_energy_ha": -614.6503,
  "smiles": "N#CC1(N2CCOCC2)CCCCC1",
  "e_homo_ev": -8.5,
  "orbital_gap_ha": 0.3394
}

=====

No. 2
{
  "formula": "C29H29IrN7S2SbSe4",
  "method": "ωB97M-V/def2-TZVPD",
  "species": ["Ir", "N", "C", "S", "N", "N", "C", "C", "C", "C", "C", "C", "C", "C", "C", "C", "C", "C", "N", "H", "H", "H", "H", "H", "H", "H", "H", "H", "H", "H", "Se", "Sb", "Se", "Se", "Se", "S", "C", "N", "C", "C", "C", "N", "H", "H", "H", "H", "H", "H", "H", "H", "C", "C", "C", "C", "C", "C", "N", "C", "C", "C", "C", "C", "C", "H", "H", "H", "H", "H", "H", "H", "H", "H", "H"],
  "positions_angstrom": [[2.374, -0.070, 1.972], [0.765, -0.622, 5.872], [1.137, -0.627, 4.592], [2.298, 0.631, 4.212], [0.522, -1.386, 3.789], [0.960, -1.328, 2.480], [0.411, -2.039, 1.481], [-0.762, -2.872, 1.754], [-1.984, -2.216, 1.685], [-3.158, -2.903, 1.850], [-3.153, -4.227, 2.204], [-1.941, -4.902, 2.322], [-0.784, -4.242, 1.973], [1.112, -1.885, 0.311], [0.933, -2.864, -0.841], [1.580, -2.758, -1.978], [2.562, -1.631, -2.115], [2.646, -0.731, -1.138], [2.069, -0.962, 0.173], [0.949, 0.226, 6.411], [-0.074, -1.063, 5.950], [-2.029, -1.168, 1.488], [-4.011, -2.314, 1.949], [-4.159, -4.770, 2.396], [-1.803, -5.932, 2.766], [0.112, -4.834, 2.037], [0.204, -3.589, -0.657], [1.435, -3.400, -2.851], [3.210, -1.589, -2.984], [3.398, 0.061, -1.315], [3.992, -2.172, 2.245], [6.434, 1.001, 1.005], [6.087, -1.591, 1.746], [4.088, 1.595, 1.270], [5.907, 1.057, -1.366], [2.970, 1.845, -5.732], [2.115, 2.194, -4.284], [0.913, 1.722, -3.830], [0.215, 2.200, -2.628], [1.202, 2.663, -1.588], [2.232, 3.651, -2.203], [2.684, 3.097, -3.479], [0.575, 0.914, -4.335], [-0.484, 1.359, -2.275], [-0.431, 3.064, -2.967], [1.632, 1.761, -1.142], [0.616, 3.188, -0.829], [3.118, 3.661, -1.512], [1.903, 4.707, -2.285], [3.484, 3.556, -3.906], [-2.985, -0.570, -3.691], [-2.210, -0.807, -2.565], [-2.187, 0.159, -1.486], [-2.975, 1.310, -1.539], [-3.642, 1.632, -2.763], [-3.665, 0.698, -3.767], [-2.999, 2.203, -0.492], [-2.369, 2.016, 0.657], [-2.655, 1.031, 1.582], [-2.118, 0.957, 2.897], [-1.169, 1.898, 3.243], [-0.800, 2.862, 2.258], [-1.433, 2.984, 1.080], [-3.163, -1.253, -4.484], [-1.709, -1.765, -2.444], [-1.744, -0.074, -0.582], [-4.206, 2.560, -2.873], [-4.213, 0.846, -4.679], [-3.354, 0.327, 1.162], [-2.359, 0.277, 3.673], [-0.886, 1.872, 4.293], [-0.007, 3.575, 2.500], [-1.224, 3.798, 0.327]],
  "atomic_forces_ev_per_a": [[2.31, 0.72, -0.07], [1.88, 1.20, 1.86], [1.20, 2.16, -0.72], [0.20, -0.25, -0.73], [-1.04, -1.66, -1.60], [-0.38, 0.73, 1.02], [0.80, -0.04, 1.92], [-0.63, -0.13, -1.17], [0.47, -0.40, -0.14], [0.68, -0.04, 0.69], [-1.86, -2.16, 0.63], [-0.32, -1.01, 0.32], [0.75, 0.03, 0.81], [-0.18, -2.83, -4.27], [-0.67, 2.07, 2.76], [2.39, 1.64, -1.73], [-1.77, -2.09, -0.67], [0.72, -0.30, 2.39], [0.54, 1.81, -2.40], [-0.25, -0.68, -0.41], [-2.88, -1.33, 1.05], [0.27, 0.27, 0.00], [-1.73, 0.59, -0.36], [1.87, 0.98, -0.16], [-0.66, 1.13, -0.90], [0.51, 0.24, -0.07], [-1.04, -1.21, 0.07], [0.00, -0.06, 0.51], [-0.30, 0.34, -0.03], [-0.72, -0.24, 1.00], [-0.14, 0.45, 0.09], [0.73, -0.78, 0.35], [0.62, -0.09, -0.12], [-1.53, 0.80, 0.15], [-0.02, 0.07, -0.25], [-1.06, -0.40, 0.59], [-0.45, 0.29, 0.51], [0.97, -0.69, -0.99], [-1.28, -0.13, -1.15], [-0.44, 0.65, 0.05], [0.64, -1.32, 0.99], [0.76, 1.45, 0.11], [-0.09, 0.24, 0.17], [1.32, 1.39, -0.45], [0.37, -0.76, 0.52], [0.47, 0.42, 0.04], [0.29, -0.15, 0.16], [-0.67, 0.03, -0.61], [-0.30, -0.64, -0.16], [-0.17, -0.38, 0.21], [-0.27, 2.26, 1.46], [-0.34, 0.70, 1.06], [-1.55, -1.73, -2.89], [0.26, 0.93, 0.60], [-0.33, -0.41, 0.11], [0.60, -1.11, -0.10], [-1.20, 0.18, -3.50], [1.46, 0.30, 2.96], [-0.51, -1.20, 0.31], [0.42, 1.55, -1.59], [-0.68, 0.12, -0.76], [1.16, 0.30, 2.43], [-0.30, 0.93, -2.39], [0.26, -0.69, -0.46], [0.15, 0.28, 0.07], [1.28, -0.52, 1.50], [0.27, -0.20, 0.23], [-0.27, 0.45, -0.18], [-0.43, -0.47, 0.58], [-0.67, -0.96, 0.04], [0.76, 0.40, -0.45], [-0.26, -0.16, 0.02], [-0.01, -0.84, 1.14]],
  "mulliken_spin": [0.786, 0.035, 0.120, 0.019, -0.065, 0.351, 0.148, -0.116, 0.083, 0.001, 0.003, 0.000, 0.000, 0.153, 0.039, 0.027, 0.127, -0.066, 0.337, 0.001, -0.002, -0.036, 0.000, 0.000, 0.000, 0.002, 0.002, 0.003, 0.007, -0.027, 0.826, -0.005, 0.305, 0.512, 0.443, 0.000, 0.000, 0.000, -0.020, -0.018, 0.008, 0.002, -0.001, 0.017, -0.001, 0.024, -0.006, -0.005, 0.000, 0.000, 0.184, -0.133, 0.153, -0.046, 0.137, -0.093, 0.553, -0.033, 0.091, -0.031, 0.048, -0.014, 0.081, 0.010, -0.003, 0.084, 0.000, -0.001, -0.008, 0.002, 0.000, -0.001, 0.009],
  "s2": 8.834,
  "spin_multiplicity": 6,
  "e_above_lowest_kj_mol": 71.1,
  "charge": -1,
  "total_energy_ha": -12252.4841,
  "e_homo_ev": [-3.1, -4.6],
  "orbital_gap_ha": [0.1928, 0.1746]
}